# 1
Computed, not measured: 2 unconnected molecules or ions with the total composition C4H9N3O3 at a distorted geometry, with ωB97M-V/def2-TZVPD.

Values from the calculation:
Gap between HOMO and LUMO (alpha / beta), eV: 8.192 / 8.194
LUMO (alpha / beta), eV: -1.07 / -1.07
HOMO (alpha / beta), eV: -9.2653 / -9.2683
Relative energy (zero: lowest compared OMol25 entry of this formula, charge and spin), kcal/mol: 80.26
SMILES: NC(=O)N=O.CNC(C)=O

Structure (ORCA input):
```
! wB97M-V def2-TZVPD RIJCOSX def2/J DEFGRID3
* xyz 0 1
C -0.199 1.489 1.308
N -1.015 0.956 0.293
C 2.165 -0.163 0.221
N 2.222 -1.410 -0.292
O 2.912 0.275 1.060
H -1.398 1.591 -0.393
H 1.506 -1.688 -0.946
H 2.786 -2.110 0.159
H 0.814 1.638 0.788
H -0.543 2.469 1.625
H -0.117 0.787 2.137
C -2.144 -0.768 -0.993
C -1.106 -0.419 0.042
N 1.410 0.784 -0.650
O 0.530 0.358 -1.403
O -0.612 -1.212 0.810
H -3.076 -0.231 -0.827
H -2.347 -1.836 -0.953
H -1.789 -0.510 -1.987
*
```

The natural (NBO) scheme yields these atomic charges, measured in e: atom 1 (C): -0.412, atom 2 (N): -0.604, atom 3 (C): 0.695, atom 4 (N): -0.805, atom 5 (O): -0.571, atom 6 (H): 0.397, atom 7 (H): 0.407, atom 8 (H): 0.413, atom 9 (H): 0.218, atom 10 (H): 0.219, atom 11 (H): 0.239, atom 12 (C): -0.715, atom 13 (C): 0.687, atom 14 (N): 0.047, atom 15 (O): -0.292, atom 16 (O): -0.629, atom 17 (H): 0.231, atom 18 (H): 0.240, atom 19 (H): 0.234

# 2
Computed, not measured: a molecular structure, C4H9N3O3 at a distorted geometry, with ωB97M-V/def2-TZVPD.

Values from the calculation:
Gap between HOMO and LUMO, eV: 10.632
LUMO, eV: 0.77
HOMO, eV: -9.8570
Relative energy (zero: lowest compared OMol25 entry of this formula, charge and spin), kcal/mol: 61.84

Structure (ORCA input):
```
! wB97M-V def2-TZVPD RIJCOSX def2/J DEFGRID3
* xyz 0 1
C -1.241 -1.841 -0.957
C -0.490 -1.730 0.686
O -1.472 -1.691 1.484
O 0.694 -1.675 0.724
H -1.916 -1.693 0.279
H -2.325 -1.838 -1.182
H -0.838 -2.775 -1.338
H -0.812 -0.988 -1.475
C 1.024 1.127 -0.744
C 0.012 1.409 0.367
N 2.321 1.319 -0.415
N 0.476 1.268 1.660
N -1.179 1.774 0.112
O 0.653 0.768 -1.849
H 2.579 1.721 0.471
H 3.027 1.135 -1.109
H 1.044 0.447 1.826
H -0.252 1.381 2.352
H -1.306 1.880 -0.893
*
```

The natural (NBO) scheme yields these atomic charges, measured in e: atom 1 (C): -0.953, atom 2 (C): 0.883, atom 3 (O): -0.670, atom 4 (O): -0.580, atom 5 (H): 0.508, atom 6 (H): 0.266, atom 7 (H): 0.257, atom 8 (H): 0.286, atom 9 (C): 0.608, atom 10 (C): 0.328, atom 11 (N): -0.804, atom 12 (N): -0.831, atom 13 (N): -0.660, atom 14 (O): -0.617, atom 15 (H): 0.411, atom 16 (H): 0.409, atom 17 (H): 0.401, atom 18 (H): 0.401, atom 19 (H): 0.358

# 3
Computed, not measured: a single C4H9N3S molecule at a distorted geometry, with ωB97M-V/def2-TZVPD.

Values from the calculation:
Gap between HOMO and LUMO, eV: 8.120
LUMO, eV: 0.85
HOMO, eV: -7.2732
Relative energy (zero: lowest compared OMol25 entry of this formula, charge and spin), kcal/mol: 71.64

Structure (ORCA input):
```
! wB97M-V def2-TZVPD RIJCOSX def2/J DEFGRID3
* xyz 0 1
C -1.495 -0.744 -0.079
C -0.457 0.086 0.217
C 1.592 1.131 1.180
C 1.520 0.217 -1.004
N -2.617 0.112 -0.014
N -1.658 -2.106 -0.242
N 0.936 0.089 0.410
S -1.530 1.491 -0.018
H 2.764 1.168 1.093
H 1.234 2.059 0.913
H 1.305 1.019 2.230
H 1.267 1.252 -1.273
H 2.561 -0.004 -0.951
H 1.012 -0.530 -1.663
H -3.387 -0.072 -0.794
H -2.317 -2.641 0.291
H -0.729 -2.528 -0.296
*
```

The natural (NBO) scheme yields these atomic charges, measured in e: atom 1 (C): 0.261, atom 2 (C): -0.119, atom 3 (C): -0.407, atom 4 (C): -0.408, atom 5 (N): -0.722, atom 6 (N): -0.834, atom 7 (N): -0.441, atom 8 (S): 0.325, atom 9 (H): 0.208, atom 10 (H): 0.171, atom 11 (H): 0.211, atom 12 (H): 0.181, atom 13 (H): 0.196, atom 14 (H): 0.204, atom 15 (H): 0.393, atom 16 (H): 0.392, atom 17 (H): 0.387